ORCA calculation (ωB97M-V/def2-TZVPD) on one molecule with the formula C16H18N2O4S in a non-equilibrium geometry.

Last column: natural (NBO) charge in e.
Cartesian coordinates (Å):
C  -4.900  3.975  -2.263  -0.224
H  -5.148  3.137  -2.714  0.155
O  -4.710  4.014  -0.986  -0.478
C  -3.590  3.170  -0.431  0.233
C  -2.579  2.539  -1.139  -0.247
C  -1.677  1.558  -0.610  -0.248
C  -1.558  1.391  0.836  0.171
C  -2.326  2.342  1.431  -0.227
C  -3.323  3.060  0.872  -0.209
H  -4.106  3.635  1.595  0.219
H  -2.336  2.145  2.367  0.212
N  -0.387  0.766  1.104  -0.476
C  -0.361  0.408  2.645  0.725
O  -1.371  0.381  3.283  -0.521
C  0.937  -0.401  2.642  -0.545
H  1.277  -0.378  3.680  0.254
C  1.669  -0.050  1.636  -0.270
C  2.625  -1.209  1.007  0.695
O  3.776  -0.844  0.762  -0.611
N  1.942  -2.372  0.519  -0.613
H  1.113  -2.305  0.685  0.348
C  2.546  -3.701  -0.038  -0.154
C  1.522  -4.039  -1.133  0.466
O  0.455  -4.682  -0.797  -0.527
S  2.247  -3.402  -2.878  0.229
C  3.594  -2.671  -2.060  -0.576
C  3.971  -3.304  -0.501  -0.303
H  4.332  -4.304  -0.951  0.202
H  4.591  -2.827  -0.047  0.203
H  3.401  -1.682  -1.918  0.209
H  4.444  -2.892  -2.880  0.234
H  2.749  -4.169  0.814  0.232
C  0.597  0.396  0.404  -0.154
H  1.060  1.259  -0.043  0.194
H  0.410  -0.436  -0.191  0.175
H  2.211  0.762  1.563  0.233
H  0.700  -1.415  2.617  0.241
H  -1.235  0.879  -1.310  0.210
H  -2.804  2.383  -2.382  0.207
H  -5.674  4.498  -2.514  0.183
H  -4.084  4.385  -2.677  0.154

Summary:
Structure (SMILES)   COc1ccc(N2C[C@H](C(=O)N[C@@H]3CCSC3=O)CC2=O)cc1
LUMO level   -0.10 eV
ΔE to the lowest compared entry with this formula, charge and spin   1287.8 kJ/mol
Kohn-Sham gap   7.97 eV
Spin multiplicity   1

ORCA calculation (ωB97M-V/def2-TZVPD) on a 2-piece molecular cluster, C16H18N2O6 overall in a non-equilibrium geometry.

Last column: natural (NBO) charge in e.
Cartesian coordinates (Å):
O  1.372  -2.249  -2.140  -0.584
O  0.793  -4.500  0.818  -0.554
O  0.699  1.511  -3.048  -0.629
O  3.122  2.124  1.960  -0.631
O  2.570  -2.503  -0.242  -0.654
O  -1.252  -3.709  1.426  -0.443
C  1.415  -2.452  -0.939  0.774
C  -0.079  -3.646  0.728  0.757
C  1.549  1.187  -2.238  0.671
C  2.646  2.165  0.832  0.646
C  0.158  -2.552  -0.224  -0.271
C  -0.822  -1.610  -0.430  -0.063
C  -3.375  -2.822  2.005  -0.236
C  -4.366  -1.841  1.899  -0.169
C  -3.039  -0.693  0.236  -0.179
C  -2.205  -2.739  1.248  0.297
C  -2.044  -1.675  0.351  -0.091
C  -4.197  -0.761  1.024  -0.029
N  2.534  3.307  0.136  -0.609
N  1.222  1.095  -0.951  -0.628
C  2.974  0.932  -2.682  -0.719
C  -5.246  0.315  0.929  -0.629
C  2.978  4.621  0.601  -0.418
C  2.111  0.873  0.199  -0.313
H  3.276  -2.514  -0.904  0.498
H  -0.680  -0.820  -1.164  0.238
H  -3.499  -3.653  2.691  0.235
H  -5.261  -1.914  2.510  0.220
H  -2.913  0.135  -0.457  0.217
H  2.107  3.252  -0.776  0.400
H  0.256  1.299  -0.751  0.404
H  3.032  1.069  -3.761  0.252
H  3.247  -0.093  -2.441  0.232
H  3.650  1.629  -2.190  0.223
H  -5.894  0.131  0.067  0.226
H  -5.864  0.336  1.831  0.219
H  -4.778  1.297  0.812  0.221
H  2.115  5.220  0.894  0.199
H  3.517  5.136  -0.196  0.203
H  3.642  4.519  1.463  0.238
H  1.565  0.326  0.968  0.240
H  2.965  0.265  -0.096  0.237

Summary:
Structure (SMILES)   Cc1ccc2oc(=O)c(C(=O)O)cc2c1.CNC(=O)CNC(C)=O
LUMO level   -0.70 eV
ΔE to the lowest compared entry with this formula, charge and spin   92.9 kJ/mol
Kohn-Sham gap   8.47 eV
Spin multiplicity   1

ORCA calculation (ωB97M-V/def2-TZVPD) on C16H18N3O5S3W as an isolated structure.

Last column: natural (NBO) charge in e.
Cartesian coordinates (Å):
W  0.088  -0.280  -0.201  1.121
N  0.949  -0.388  1.844  -0.771
C  1.606  -1.680  2.071  -0.347
C  0.689  -2.742  1.455  0.787
O  0.511  -3.825  1.990  -0.666
O  0.144  -2.329  0.367  -0.737
H  1.602  0.383  1.933  0.420
H  0.171  -0.243  2.484  0.411
H  1.809  -1.875  3.124  0.198
H  2.541  -1.673  1.508  0.231
N  -0.155  1.207  -1.997  -0.781
C  0.548  1.083  -3.282  -0.218
C  0.343  -0.299  -3.878  -0.531
C  1.096  -1.352  -3.070  0.809
O  1.792  -2.174  -3.642  -0.655
O  0.987  -1.271  -1.786  -0.733
H  -1.161  1.272  -2.139  0.390
H  0.110  2.075  -1.544  0.422
H  1.606  1.258  -3.086  0.223
H  0.198  1.861  -3.968  0.178
H  0.692  -0.332  -4.909  0.224
H  -0.723  -0.548  -3.880  0.219
O  -1.537  -0.675  1.301  -0.586
N  -2.380  -1.675  1.056  0.013
C  -2.843  -2.371  2.116  0.062
C  -3.789  -3.343  1.965  -0.282
C  -4.260  -3.615  0.673  -0.168
C  -3.747  -2.924  -0.395  -0.233
C  -2.760  -1.939  -0.218  0.064
S  -2.011  -1.087  -1.485  -0.123
H  -2.394  -2.083  3.054  0.229
H  -4.136  -3.888  2.828  0.223
H  -5.006  -4.381  0.513  0.213
H  -4.057  -3.128  -1.409  0.230
S  -0.610  1.854  0.757  -0.181
C  0.870  2.827  0.856  -0.116
C  0.798  4.101  1.429  -0.261
C  1.900  4.932  1.489  -0.243
C  3.114  4.498  0.963  -0.244
C  3.203  3.241  0.398  -0.218
C  2.096  2.386  0.331  -0.256
S  2.314  0.774  -0.374  -0.129
H  -0.154  4.429  1.831  0.207
H  1.815  5.912  1.941  0.198
H  3.988  5.139  0.997  0.199
H  4.144  2.890  -0.009  0.209

Summary:
LUMO level   2.66 eV
ΔE to the lowest compared entry with this formula, charge and spin   28.0 kJ/mol
Kohn-Sham gap   5.99 eV
Spin multiplicity   1
Total charge   -1

ORCA calculation (ωB97M-V/def2-TZVPD) on one molecule with the formula C16H18N6O3 in a non-equilibrium geometry.

Last column: natural (NBO) charge in e.
Cartesian coordinates (Å):
C  2.708  -1.031  2.836  -0.261
O  2.429  -1.455  1.478  -0.476
C  1.173  -1.897  1.241  0.731
N  0.923  -1.927  -0.099  -0.589
C  -0.342  -2.191  -0.451  0.327
N  -0.911  -2.077  -1.702  -0.152
O  -2.292  -2.021  -1.439  -0.183
N  -2.549  -2.051  -0.033  0.423
O  -3.687  -1.865  0.380  -0.420
C  -1.343  -2.282  0.576  -0.120
C  -0.992  -1.865  1.879  0.192
N  0.319  -2.208  2.309  -0.716
H  3.801  -1.112  2.869  0.193
H  2.392  0.013  2.966  0.183
H  2.202  -1.692  3.551  0.210
H  -1.729  -1.095  2.297  0.199
C  -5.809  -3.292  6.228  -0.402
C  -5.020  -2.237  5.468  -0.426
C  -3.853  -2.794  4.708  -0.104
C  -3.318  -4.060  5.052  0.314
N  -3.879  -4.796  6.050  -0.423
C  -4.885  -4.267  6.935  -0.198
C  -3.245  -5.975  6.559  -0.200
C  -2.500  -6.741  5.475  -0.403
C  -1.563  -5.835  4.691  -0.425
C  -2.179  -4.535  4.359  -0.112
C  -1.568  -3.734  3.401  0.099
N  -2.110  -2.581  3.081  -0.356
C  -3.182  -2.088  3.707  0.077
H  -6.420  -2.822  6.998  0.223
H  -6.467  -3.853  5.555  0.213
H  -5.695  -1.721  4.780  0.235
H  -4.636  -1.497  6.191  0.220
H  -4.398  -3.796  7.812  0.182
H  -5.445  -5.133  7.309  0.207
H  -2.568  -5.712  7.393  0.182
H  -4.042  -6.598  6.978  0.205
H  -1.911  -7.520  5.960  0.223
H  -3.230  -7.199  4.794  0.211
H  -0.655  -5.615  5.281  0.220
H  -1.261  -6.320  3.755  0.232
H  -0.648  -4.029  2.895  0.247
H  -3.445  -1.084  3.361  0.219

Summary:
LUMO level   0.11 eV
Kohn-Sham gap   7.78 eV
Spin multiplicity   1

ORCA calculation (ωB97M-V/def2-TZVPD) on one molecule with the formula C16H18N6O4.

Last column: natural (NBO) charge in e.
Cartesian coordinates (Å):
C  -5.438  2.125  -0.643  -0.675
C  -4.115  2.772  -0.813  0.545
N  -2.956  2.217  -0.959  -0.509
C  -2.124  3.306  -1.070  0.298
C  -0.648  3.171  -1.284  -0.274
N  -0.355  2.543  -2.564  -0.413
C  -0.512  3.413  -3.720  -0.420
C  -0.340  1.196  -2.776  0.667
O  -0.388  0.713  -3.898  -0.619
C  -0.242  0.250  -1.630  -0.050
C  -0.554  -1.057  -1.747  0.136
O  -0.339  -1.652  -0.545  -0.397
C  0.114  -0.662  0.254  0.492
C  0.490  -1.021  1.659  -0.104
C  0.756  0.220  2.495  -0.606
N  1.648  -1.905  1.650  -0.608
C  1.540  -3.247  1.851  0.676
O  0.507  -3.795  2.174  -0.597
C  2.830  -4.007  1.664  -0.297
C  3.273  -4.959  2.717  -0.361
C  4.011  -3.649  2.547  -0.349
C  5.332  -3.650  1.970  0.277
N  6.383  -3.645  1.506  -0.314
N  0.196  0.481  -0.329  -0.472
N  -2.724  4.452  -1.000  -0.147
O  -4.065  4.107  -0.821  -0.293
H  -5.310  1.047  -0.659  0.247
H  -5.886  2.427  0.303  0.243
H  -6.109  2.426  -1.446  0.244
H  -0.202  4.165  -1.278  0.224
H  -0.218  2.587  -0.477  0.270
H  -0.288  2.849  -4.618  0.248
H  -1.534  3.796  -3.783  0.196
H  0.170  4.259  -3.630  0.198
H  -0.917  -1.663  -2.555  0.230
H  -0.320  -1.612  2.087  0.257
H  -0.121  0.866  2.506  0.228
H  0.997  -0.072  3.515  0.220
H  1.585  0.794  2.081  0.217
H  2.528  -1.537  1.325  0.403
H  3.058  -4.252  0.634  0.253
H  2.648  -5.050  3.594  0.241
H  3.785  -5.857  2.407  0.236
H  3.853  -2.891  3.303  0.258

Summary:
Structure (SMILES)   Cc1nc(CN(C)C(=O)c2coc([C@H](C)NC(=O)[C@@H]3C[C@H]3C#N)n2)no1
LUMO level   0.49 eV
ΔE to the lowest compared entry with this formula, charge and spin   20.5 kJ/mol
Kohn-Sham gap   10.01 eV
Spin multiplicity   1

Please write out number 5 again, unchanged.
ORCA calculation (ωB97M-V/def2-TZVPD) on one molecule with the formula C16H18N6O4.

Last column: natural (NBO) charge in e.
Cartesian coordinates (Å):
C  -5.438  2.125  -0.643  -0.675
C  -4.115  2.772  -0.813  0.545
N  -2.956  2.217  -0.959  -0.509
C  -2.124  3.306  -1.070  0.298
C  -0.648  3.171  -1.284  -0.274
N  -0.355  2.543  -2.564  -0.413
C  -0.512  3.413  -3.720  -0.420
C  -0.340  1.196  -2.776  0.667
O  -0.388  0.713  -3.898  -0.619
C  -0.242  0.250  -1.630  -0.050
C  -0.554  -1.057  -1.747  0.136
O  -0.339  -1.652  -0.545  -0.397
C  0.114  -0.662  0.254  0.492
C  0.490  -1.021  1.659  -0.104
C  0.756  0.220  2.495  -0.606
N  1.648  -1.905  1.650  -0.608
C  1.540  -3.247  1.851  0.676
O  0.507  -3.795  2.174  -0.597
C  2.830  -4.007  1.664  -0.297
C  3.273  -4.959  2.717  -0.361
C  4.011  -3.649  2.547  -0.349
C  5.332  -3.650  1.970  0.277
N  6.383  -3.645  1.506  -0.314
N  0.196  0.481  -0.329  -0.472
N  -2.724  4.452  -1.000  -0.147
O  -4.065  4.107  -0.821  -0.293
H  -5.310  1.047  -0.659  0.247
H  -5.886  2.427  0.303  0.243
H  -6.109  2.426  -1.446  0.244
H  -0.202  4.165  -1.278  0.224
H  -0.218  2.587  -0.477  0.270
H  -0.288  2.849  -4.618  0.248
H  -1.534  3.796  -3.783  0.196
H  0.170  4.259  -3.630  0.198
H  -0.917  -1.663  -2.555  0.230
H  -0.320  -1.612  2.087  0.257
H  -0.121  0.866  2.506  0.228
H  0.997  -0.072  3.515  0.220
H  1.585  0.794  2.081  0.217
H  2.528  -1.537  1.325  0.403
H  3.058  -4.252  0.634  0.253
H  2.648  -5.050  3.594  0.241
H  3.785  -5.857  2.407  0.236
H  3.853  -2.891  3.303  0.258

Summary:
Structure (SMILES)   Cc1nc(CN(C)C(=O)c2coc([C@H](C)NC(=O)[C@@H]3C[C@H]3C#N)n2)no1
LUMO level   0.49 eV
ΔE to the lowest compared entry with this formula, charge and spin   20.5 kJ/mol
Kohn-Sham gap   10.01 eV
Spin multiplicity   1

Which of these has the lowest Kohn-Sham gap? C16H18N3O5S3W

What is the formula in the fourth record? C16H18N6O3